# 1
{"formula": "C3H2FeO4", "method": "ωB97M-V with the def2-TZVPD basis set", "gap_ev": [7.73, 6.63], "lumo_energy_ev": [-11.41, -12.50], "spin_multiplicity": 5, "s_squared": 6.0050, "total_charge": 2, "de_lowest_kj_mol": 117.8, "homo_energy_ev": [-19.14, -19.14], "symbols": ["H", "C", "C", "O", "C", "O", "O", "O", "Fe", "H"], "positions_angstrom": [[-2.388993, -1.290688, 0.323341], [-2.266911, -0.270824, -0.118765], [-0.827339, 0.197176, 0.044652], [0.085050, -0.645290, -0.079103], [1.487926, -0.209464, -0.026581], [1.931911, 0.147752, 1.062498], [2.063842, -0.233372, -1.105660], [-3.116573, 0.556248, -0.251708], [3.623970, 0.479794, 0.006570], [-0.592879, 1.268665, 0.144756]], "forces_ev_per_angstrom": [[-0.33, 0.07, -1.10], [-0.51, -0.35, 2.64], [-0.24, 1.07, -1.27], [0.96, -0.26, 0.33], [-2.20, -0.45, -0.20], [0.31, 0.20, 0.58], [0.73, 0.03, -0.48], [0.55, -0.24, -0.67], [0.88, 0.11, -0.06], [-0.14, -0.17, 0.23]], "mulliken_spin": [0.000, 0.000, 0.003, -0.007, -0.004, 0.077, 0.077, 0.000, 3.854, 0.000]}


# 2
{"formula": "C5H6N3S", "method": "ωB97M-V with the def2-TZVPD basis set", "gap_ev": [6.00, 7.25], "lumo_energy_ev": [-5.15, -7.16], "spin_multiplicity": 3, "s_squared": 2.0469, "total_charge": 1, "de_lowest_kj_mol": 186.5, "homo_energy_ev": [-11.15, -14.40], "symbols": ["C", "C", "C", "C", "C", "N", "N", "N", "S", "H", "H", "H", "H", "H", "H"], "positions_angstrom": [[-1.517951, -1.411905, 0.238877], [-2.892030, -1.285211, 0.097259], [-0.596494, 1.743779, -0.209968], [-2.876245, 1.125114, -0.014546], [1.419495, 0.615742, -0.088237], [-1.906203, 1.737274, -0.272237], [0.017846, 0.619856, 0.062112], [-0.445038, -0.582636, 0.174826], [-4.011063, -0.009882, -0.098081], [-1.417599, -2.525793, 0.491281], [-3.458449, -2.183449, 0.363447], [-0.044668, 2.584666, -0.082117], [1.580428, -0.383396, -0.446791], [1.700012, 1.376557, -0.844699], [1.953581, 0.798729, 0.848517]], "forces_ev_per_angstrom": [[0.60, 0.60, 0.08], [-1.67, -1.25, 0.78], [-2.81, -2.70, 1.22], [-4.95, -1.56, -0.24], [2.59, 0.54, -0.50], [3.80, 5.01, -0.93], [-1.04, -0.44, -0.86], [-1.46, -3.77, 0.95], [0.80, 0.06, 0.36], [1.44, 1.85, -0.40], [0.40, -0.20, -0.40], [1.42, 2.70, -0.29], [0.99, -0.15, -0.19], [0.06, -0.57, 0.50], [-0.17, -0.11, -0.09]], "mulliken_spin": [-0.014, 0.424, 0.330, 0.814, 0.004, 0.185, -0.080, 0.276, 0.020, 0.011, 0.028, 0.009, -0.001, -0.004, -0.002]}


# 3
{"formula": "C16H25N4O5S2", "method": "ωB97M-V with the def2-TZVPD basis set", "gap_ev": 2.46, "lumo_energy_ev": 0.75, "total_charge": -1, "homo_energy_ev": -1.71, "symbols": ["C", "C", "O", "C", "N", "N", "C", "C", "N", "C", "C", "C", "C", "C", "S", "C", "S", "N", "C", "C", "O", "C", "C", "H", "H", "H", "H", "H", "H", "H", "H", "H", "H", "H", "H", "H", "H", "H", "H", "H", "H", "H", "H", "H", "H", "H", "H", "H", "C", "O", "O", "O"], "positions_angstrom": [[0.136573, -2.179934, 3.511380], [0.201894, -1.845046, 2.012616], [1.556276, -1.782916, 1.552947], [1.809661, -0.730064, 0.771028], [2.540398, 0.234247, 1.295424], [2.792967, 1.261620, 0.465591], [2.455033, 1.448364, -0.806034], [2.893533, 2.696692, -1.572935], [2.163937, 3.906668, -1.208431], [1.686265, 0.463172, -1.407743], [1.344229, -0.647347, -0.569712], [0.494777, -1.806806, -1.077683], [0.022235, -1.681415, -2.562642], [-1.426214, -2.275475, -2.643821], [-2.718784, -0.990600, -2.775524], [-2.336723, 0.353956, -1.641763], [-1.348258, 1.574390, -2.144535], [-2.909334, 0.405540, -0.333981], [-1.950567, 0.787772, 0.717879], [-2.018720, 2.261201, 1.180492], [-3.335916, 2.760920, 1.334653], [-3.934435, 2.689097, 0.040536], [-4.144841, 1.200423, -0.292225], [0.561543, -3.180887, 3.659910], [0.688743, -1.424952, 4.085682], [-0.913940, -2.185879, 3.846646], [-0.409981, -0.976771, 1.746381], [-0.268913, -2.707177, 1.499904], [3.328918, 2.013232, 0.879672], [2.685406, 2.455676, -2.624793], [3.980449, 2.834713, -1.460441], [2.331795, 4.136373, -0.237404], [1.176802, 3.822661, -1.415038], [1.349856, 0.564005, -2.432824], [1.143938, -2.701749, -1.020212], [-0.366102, -2.000101, -0.427186], [0.678543, -2.322765, -3.162890], [-0.072020, -0.659086, -2.936544], [-1.479538, -2.879593, -3.563108], [-1.596028, -2.992714, -1.827330], [-0.909598, 0.542068, 0.477862], [-2.207401, 0.175323, 1.603246], [-1.541369, 2.314085, 2.173876], [-1.390550, 2.896783, 0.529267], [-3.337682, 3.232202, -0.709640], [-4.924297, 3.164337, 0.127384], [-4.821243, 0.792243, 0.474104], [-4.630845, 1.147462, -1.279857], [4.283827, -3.517349, 2.026912], [5.174324, -2.725131, 1.642201], [4.497108, -4.682343, 2.497714], [3.014268, -3.239125, 1.980989]], "forces_ev_per_angstrom": [[0.19, 0.31, -0.40], [-0.86, -1.51, 0.29], [-1.81, 2.28, -0.55], [0.02, 0.66, -1.01], [-0.14, -0.30, 0.83], [0.97, 1.42, -0.06], [-0.66, -0.76, -1.40], [-0.43, -0.71, 0.27], [0.68, 0.09, -0.21], [0.13, -0.17, 1.40], [-0.68, -0.83, -0.41], [0.88, 0.49, -0.78], [-1.12, -0.98, 1.10], [1.24, -0.29, -0.01], [-0.79, -0.04, -0.07], [0.94, 0.75, 0.22], [-0.13, -0.44, -0.22], [0.74, -0.22, -0.76], [-0.66, 0.27, 1.22], [1.16, -0.17, 0.67], [0.44, 0.04, -0.83], [-0.63, -0.40, 0.44], [-0.48, 0.31, -0.40], [0.09, 0.41, 0.10], [-0.05, -0.33, -0.02], [0.28, 0.03, -0.18], [0.51, 0.06, 0.22], [0.12, 0.32, 0.08], [0.07, -0.40, 0.30], [0.21, 0.24, 0.25], [-0.33, 0.14, 0.00], [-0.37, 0.09, -0.04], [0.02, -0.09, 0.30], [0.20, -0.07, 0.22], [-0.38, 0.14, 0.24], [0.22, 0.20, -0.10], [-0.09, 0.56, -0.18], [0.50, -0.27, -0.02], [-0.54, 0.51, 0.09], [-0.14, 0.44, -0.09], [-0.37, 0.06, -0.37], [-0.03, 0.19, -0.31], [-0.23, -0.09, -0.26], [-0.56, -0.05, -0.07], [-0.05, -0.22, 0.19], [0.30, -0.11, -0.10], [0.17, 0.03, -0.22], [0.04, -0.25, 0.36], [-0.31, -0.83, 0.33], [-0.08, 0.24, -0.14], [0.38, 0.07, -0.05], [1.41, -0.82, 0.17]], "mulliken_charge": [-1.438, 0.483, 0.043, 0.248, -1.050, 0.383, -0.207, -1.170, -0.583, -0.208, 0.769, -0.599, -0.868, -0.840, -0.179, 0.096, -0.184, 0.067, 0.332, -0.588, -0.420, -0.438, -0.757, 0.297, 0.342, 0.413, -0.201, 0.245, 0.254, 0.327, 0.442, 0.287, 0.287, 0.537, 0.479, 0.228, 0.564, 0.196, 0.418, 0.417, -0.612, 0.356, 0.392, 0.264, 0.286, 0.340, 0.341, 0.399, 0.652, -0.685, -0.682, -0.476]}


# 4
{"formula": "C50H42BrKN2O6P2", "method": "ωB97M-V with the def2-TZVPD basis set", "gap_ev": 6.02, "lumo_energy_ev": 3.79, "total_charge": -2, "de_lowest_kj_mol": 104.7, "homo_energy_ev": -2.23, "symbols": ["K", "O", "C", "O", "C", "C", "C", "C", "C", "O", "C", "C", "O", "O", "H", "H", "H", "H", "H", "H", "H", "H", "Br", "C", "C", "C", "C", "O", "C", "C", "N", "C", "C", "C", "C", "C", "C", "C", "C", "N", "C", "C", "H", "H", "H", "H", "H", "H", "H", "H", "H", "H", "C", "C", "P", "C", "C", "C", "C", "C", "C", "C", "C", "C", "C", "C", "C", "P", "C", "C", "C", "C", "C", "C", "C", "C", "C", "C", "C", "C", "H", "H", "H", "H", "H", "H", "H", "H", "H", "H", "H", "H", "H", "H", "H", "H", "H", "H", "H", "H", "H", "H", "H", "H"], "positions_angstrom": [[0.137692, -1.648197, 0.485026], [-2.222499, -5.094591, 1.969634], [-1.839321, -3.966260, 1.616211], [-0.903638, -3.670239, 0.829849], [-2.718944, -2.774364, 2.117908], [-3.291037, -1.984687, 0.911536], [-4.552815, -1.234570, 1.352737], [-3.940332, -0.100702, 2.212209], [-2.436854, -0.386281, 2.060792], [-2.360809, -0.896012, 0.714279], [-2.060599, -1.600589, 2.938928], [-0.539811, -1.723840, 3.256269], [-0.181767, -2.624631, 4.017355], [0.202668, -0.812756, 2.764365], [-3.526462, -3.233624, 2.687360], [-3.385149, -2.576082, 0.003783], [-5.234007, -1.877966, 1.910200], [-5.081372, -0.832807, 0.484880], [-4.251763, -0.139812, 3.257401], [-4.195700, 0.885131, 1.814704], [-1.780084, 0.469660, 2.192690], [-2.530393, -1.530118, 3.923586], [5.779921, -6.085827, -3.134781], [4.595720, -4.827382, -2.317331], [4.778230, -4.483456, -0.965999], [3.949610, -3.576042, -0.365487], [2.878259, -2.925602, -1.082006], [2.215850, -1.981260, -0.602758], [2.645632, -3.412971, -2.421620], [1.412361, -3.143214, -3.137401], [0.353495, -2.606721, -2.655032], [-0.853079, -2.834971, -3.307853], [-1.160328, -4.035236, -3.904678], [-2.421751, -4.269720, -4.499758], [-3.391356, -3.314838, -4.483206], [-3.140540, -2.085100, -3.815840], [-4.136084, -1.089208, -3.682506], [-3.870555, 0.035135, -2.964759], [-2.586458, 0.172495, -2.386847], [-1.626229, -0.698665, -2.520694], [-1.887229, -1.838393, -3.221928], [3.540280, -4.308195, -3.021979], [5.583493, -4.941826, -0.403685], [4.074763, -3.309398, 0.677055], [1.403798, -3.508447, -4.178512], [-0.429664, -4.832463, -3.872487], [-2.611719, -5.230137, -4.964343], [-4.362412, -3.483483, -4.934415], [-5.106348, -1.251191, -4.140442], [-4.612600, 0.809822, -2.817948], [-2.369392, 1.045263, -1.780422], [3.359636, -4.624628, -4.044592], [1.903664, 3.006044, -0.013494], [1.669906, 3.205649, 1.503065], [0.940574, 1.663101, 2.254974], [0.636633, 2.269716, 3.968519], [1.329352, 3.326129, 4.558458], [0.976042, 3.803706, 5.814251], [-0.077842, 3.223828, 6.507917], [-0.758104, 2.152137, 5.945451], [-0.402261, 1.681888, 4.688157], [2.567048, 0.801214, 2.438148], [3.223692, 0.653018, 3.658205], [4.463292, 0.035193, 3.729586], [5.072610, -0.454460, 2.580823], [4.415345, -0.341135, 1.365480], [3.175249, 0.278358, 1.298771], [0.625037, 1.896288, -0.815552], [1.120525, 2.117701, -2.575377], [0.175453, 2.230326, -3.594672], [0.560979, 2.312248, -4.923837], [1.906632, 2.274632, -5.265299], [2.856235, 2.114299, -4.267343], [2.464129, 2.023477, -2.938153], [-0.787121, 3.083723, -0.715786], [-0.784496, 4.337370, -1.326760], [-1.885081, 5.175669, -1.235010], [-3.007242, 4.775329, -0.517187], [-3.016606, 3.538869, 0.110317], [-1.913412, 2.698551, 0.007662], [2.876135, 2.537764, -0.166319], [1.905813, 3.968576, -0.530717], [0.935451, 4.004635, 1.649828], [2.610559, 3.514045, 1.964349], [2.172897, 3.772893, 4.046790], [1.530814, 4.625543, 6.252331], [-0.361187, 3.599047, 7.484403], [-1.567094, 1.673468, 6.483609], [-0.911611, 0.824884, 4.265142], [2.755946, 1.000871, 4.570130], [4.947989, -0.077335, 4.692683], [6.039716, -0.940130, 2.636856], [4.844590, -0.759307, 0.463388], [2.662858, 0.284791, 0.345096], [-0.878733, 2.254585, -3.348828], [-0.195647, 2.395752, -5.694903], [2.210534, 2.356218, -6.301875], [3.907689, 2.049584, -4.519636], [3.221099, 1.862190, -2.180459], [0.083074, 4.653222, -1.895730], [-1.872144, 6.138932, -1.731400], [-3.870031, 5.427305, -0.448727], [-3.884136, 3.215248, 0.672559], [-1.927118, 1.723348, 0.480667]], "forces_ev_per_angstrom": [[0.39, 0.87, -1.15], [-0.03, 0.03, 0.02], [-0.10, -0.09, 0.00], [-0.69, -0.90, 0.34], [0.12, 0.13, -0.05], [0.07, -0.11, 0.31], [-0.07, 0.07, -0.07], [-0.02, 0.03, -0.02], [-0.11, -0.32, 0.36], [-0.34, 0.02, 0.35], [0.09, -0.19, -0.42], [0.19, 0.20, 0.48], [-0.34, -0.04, -0.03], [-0.20, 0.07, 0.67], [-0.04, 0.07, 0.01], [0.08, 0.08, -0.08], [-0.01, 0.00, -0.02], [-0.01, 0.01, 0.01], [-0.02, 0.03, -0.01], [0.00, 0.00, 0.00], [0.08, -0.04, -0.13], [-0.10, -0.01, -0.04], [0.03, 0.00, -0.03], [-0.04, 0.08, 0.10], [0.03, 0.02, -0.04], [0.02, 0.00, -0.04], [0.04, 0.24, -0.25], [0.89, -0.16, -0.06], [-0.26, 0.01, -0.23], [0.25, 0.09, 0.09], [-0.23, -0.34, -0.01], [0.27, 0.37, 0.21], [-0.17, -0.19, -0.21], [0.24, -0.02, 0.00], [0.01, 0.16, 0.07], [-0.24, -0.08, -0.11], [-0.01, -0.10, -0.05], [0.10, 0.07, 0.07], [-0.10, 0.04, -0.03], [-0.05, -0.17, -0.14], [0.24, 0.17, 0.22], [-0.02, -0.08, -0.03], [-0.01, -0.01, 0.00], [0.01, 0.00, -0.01], [-0.02, -0.13, 0.04], [-0.03, -0.02, 0.00], [0.00, -0.01, 0.01], [-0.01, -0.01, 0.02], [0.00, -0.01, 0.01], [0.00, 0.00, 0.01], [-0.01, -0.02, -0.05], [0.00, -0.01, 0.01], [-0.11, -0.07, 0.18], [-0.15, 0.15, -0.38], [0.51, 0.03, 0.07], [-0.02, 0.03, -0.02], [0.02, 0.03, 0.06], [0.00, -0.03, -0.03], [-0.01, -0.03, -0.02], [0.05, 0.03, -0.01], [-0.05, -0.09, 0.06], [-0.15, -0.05, 0.06], [-0.01, 0.03, 0.05], [0.03, 0.00, -0.03], [-0.02, 0.05, 0.02], [0.02, 0.04, 0.01], [-0.07, -0.07, -0.06], [0.05, 0.21, -0.12], [0.05, -0.02, 0.05], [-0.05, 0.03, -0.03], [0.03, -0.01, 0.02], [-0.01, -0.01, -0.01], [-0.03, 0.00, 0.03], [0.04, 0.02, -0.04], [-0.07, -0.08, 0.01], [0.04, 0.01, 0.01], [-0.02, -0.02, 0.01], [0.03, 0.01, 0.01], [0.03, -0.01, 0.00], [0.00, 0.01, 0.05], [0.01, 0.00, 0.00], [0.10, 0.00, -0.02], [0.00, 0.00, -0.01], [-0.02, 0.04, 0.04], [-0.05, 0.03, -0.03], [-0.01, 0.01, 0.00], [0.01, -0.01, 0.01], [0.00, 0.01, 0.01], [0.02, 0.02, -0.05], [-0.01, -0.01, -0.01], [0.00, -0.01, 0.00], [-0.01, -0.02, 0.01], [-0.02, -0.03, 0.01], [-0.02, -0.04, 0.02], [0.00, 0.01, 0.01], [0.01, 0.02, 0.00], [0.00, -0.04, 0.00], [0.00, -0.01, -0.01], [0.00, 0.03, 0.00], [-0.01, -0.01, -0.02], [0.00, 0.01, 0.01], [0.00, 0.00, 0.00], [0.00, 0.01, 0.00], [-0.01, -0.01, -0.02]], "mulliken_charge": [1.181, -0.900, -0.301, -0.509, 0.067, -0.063, -1.161, -0.710, 0.174, 0.653, 0.713, -0.243, -0.831, -0.717, 0.389, 0.570, 0.447, 0.304, 0.409, 0.049, -0.467, 0.510, -0.315, -0.264, -0.392, -0.738, -0.283, -0.516, 1.050, -0.989, 0.110, -0.355, -0.263, -0.771, -0.950, 1.248, -1.067, -1.249, 0.260, 0.681, 0.117, -0.642, 0.382, 0.463, 0.416, 0.571, 0.367, 0.350, 0.338, 0.510, 0.041, 0.389, -1.414, -1.819, 2.490, -0.273, -0.071, -0.735, -0.485, -0.777, -0.332, 0.842, -0.979, -0.767, -0.790, -1.101, 0.165, 1.533, 0.217, -0.388, -0.733, -0.569, -0.587, -0.560, 0.479, -0.660, -0.717, -0.651, -0.512, -1.043, 0.691, 0.793, 0.555, 0.632, 0.262, 0.389, 0.364, 0.421, 0.234, 0.350, 0.401, 0.354, 0.506, 0.092, 0.275, 0.404, 0.363, 0.419, 0.224, 0.372, 0.393, 0.381, 0.408, 0.891]}


# 5
{"formula": "C2H6N2O", "method": "ωB97M-V with the def2-TZVPD basis set", "gap_ev": 10.46, "lumo_energy_ev": 0.93, "total_charge": 0, "de_lowest_kj_mol": 349.4, "homo_energy_ev": -9.53, "symbols": ["C", "C", "H", "H", "H", "H", "H", "H", "N", "N", "O"], "positions_angstrom": [[0.846673, 1.561392, -0.397124], [-0.313703, -1.164972, 0.524818], [1.785071, 1.491168, -1.056791], [1.145615, 1.456028, 0.739714], [0.348769, 2.599708, -0.547369], [0.132317, -1.296170, -1.354939], [-0.000666, -2.167576, 0.679855], [-1.407070, -1.147112, 2.039577], [0.311601, -0.662629, -0.558193], [-0.998878, -0.540782, 1.356529], [-0.048865, 0.638665, -0.856822]], "forces_ev_per_angstrom": [[2.31, 2.20, 0.96], [0.04, -0.72, 1.27], [-0.95, 0.39, 1.15], [-0.71, 0.05, -2.19], [0.88, -1.83, 0.27], [0.43, 0.88, 0.23], [-0.02, -1.44, -0.18], [0.16, -0.38, 0.59], [0.81, 0.01, -1.39], [-0.96, 1.52, 0.07], [-1.99, -0.68, -0.77]], "mulliken_charge": [-0.421, -0.013, 0.218, 0.225, 0.200, 0.273, 0.394, 0.237, -0.349, -0.582, -0.183]}


# 6
{"formula": "CH4N2O3S", "method": "ωB97M-V with the def2-TZVPD basis set", "gap_ev": 10.29, "lumo_energy_ev": -1.21, "total_charge": 0, "de_lowest_kj_mol": 429.8, "homo_energy_ev": -11.50, "symbols": ["C", "N", "N", "O", "O", "O", "S", "H", "H", "H", "H"], "positions_angstrom": [[-0.388119, 1.746851, -0.132223], [0.373086, 0.786867, 0.619723], [1.008241, -1.495642, 0.376048], [1.793791, -0.120365, -1.534820], [2.737300, 0.222600, 0.742773], [0.615051, 2.533808, 0.334492], [1.663925, -0.086594, -0.115037], [-0.430690, 1.386948, -1.159127], [-1.331972, 1.835212, 0.220985], [0.159463, -1.871012, 0.011066], [0.978400, -1.396234, 1.354034]], "forces_ev_per_angstrom": [[1.61, -2.10, -2.21], [0.95, 3.14, 0.23], [1.02, -0.07, -0.28], [-0.54, 0.56, 0.25], [0.93, -0.15, 0.19], [0.09, -2.76, 0.39], [-0.89, -0.07, -0.25], [0.30, 1.00, -0.72], [-2.92, 0.86, 1.51], [-0.40, 0.07, -0.73], [-0.16, -0.49, 1.61]], "mulliken_charge": [-0.140, -0.159, -0.522, -0.554, -0.551, -0.361, 1.161, 0.274, 0.274, 0.273, 0.304]}